# 1
{
  "formula": "C5H4O2",
  "method": "ωB97M-V/def2-TZVPD",
  "max_force_ha_per_bohr": 0.01898,
  "homo_energy_ev": -9.85,
  "total_charge": 0,
  "homo_lumo_gap_ev": 10.05,
  "symbols": ["O", "O", "C", "C", "C", "C", "C", "H", "H", "H", "H"],
  "positions_angstrom": [[0.35, 2.20, 0.40], [1.06, -0.97, -1.91], [0.42, -0.19, 0.54], [0.28, -0.69, -1.04], [0.99, 1.19, 0.60], [-1.18, -0.66, -0.84], [-1.07, -0.31, 0.45], [-2.02, -0.84, -1.49], [2.07, 1.28, 0.80], [-1.82, -0.19, 1.21], [0.93, -0.83, 1.27]],
  "lowdin_charge": [0.060, 0.125, -0.158, -0.313, -0.234, 0.030, -0.003, 0.111, 0.124, 0.119, 0.139]
}

***

# 2
{
  "formula": "C5H4O2",
  "method": "ωB97M-V/def2-TZVPD",
  "max_force_ha_per_bohr": 0.01248,
  "homo_energy_ev": -9.32,
  "total_charge": 0,
  "smiles": "O=C1C=CCC1=O",
  "homo_lumo_gap_ev": 9.20,
  "symbols": ["O", "O", "C", "C", "C", "C", "C", "H", "H", "H", "H"],
  "positions_angstrom": [[-0.65, 2.05, 0.83], [2.03, 1.34, -0.74], [1.14, 0.73, -0.20], [-0.17, -1.12, 0.15], [1.08, -0.67, 0.30], [-0.31, 1.15, 0.10], [-1.13, -0.05, -0.36], [-1.26, -0.05, -1.45], [-0.52, -2.10, 0.45], [-2.12, -0.10, 0.11], [1.90, -1.16, 0.81]],
  "lowdin_charge": [0.140, 0.129, -0.325, -0.039, 0.006, -0.316, -0.081, 0.130, 0.114, 0.122, 0.119]
}

***

# 3
{
  "formula": "C5H4O2",
  "method": "ωB97M-V/def2-TZVPD",
  "max_force_ha_per_bohr": 0.02631,
  "homo_energy_ev": [-8.03, -8.03],
  "total_charge": 0,
  "homo_lumo_gap_ev": [7.47, 7.48],
  "symbols": ["O", "O", "C", "C", "C", "C", "C", "H", "H", "H", "H"],
  "positions_angstrom": [[-0.45, -0.99, 0.81], [1.96, -1.54, 0.84], [-1.13, 0.22, 0.38], [1.14, 0.50, -0.27], [-0.08, 1.06, -0.18], [1.20, -0.75, 0.44], [-1.55, -1.00, -0.40], [1.98, 0.88, -0.85], [-1.87, 0.67, 1.06], [-0.30, 2.05, -0.54], [-0.89, -1.10, -1.28]],
  "lowdin_charge": [-0.102, 0.205, -0.368, -0.007, 0.008, -0.241, 0.069, 0.125, 0.145, 0.126, 0.040]
}

***

# 4
{
  "formula": "C5H4O2",
  "method": "ωB97M-V/def2-TZVPD",
  "max_force_ha_per_bohr": 0.01401,
  "homo_energy_ev": [-8.84, -8.84],
  "total_charge": 0,
  "homo_lumo_gap_ev": [7.95, 7.95],
  "symbols": ["O", "O", "C", "C", "C", "C", "C", "H", "H", "H", "H"],
  "positions_angstrom": [[2.09, 1.13, 0.44], [-0.48, 2.33, -0.30], [-0.29, 1.15, -0.13], [1.08, 0.52, 0.22], [-0.63, -1.27, 0.29], [0.83, -0.98, 0.26], [-1.28, 0.00, -0.17], [1.46, -1.54, 0.96], [-1.63, -0.17, -1.20], [1.08, -1.39, -0.74], [-2.21, 0.21, 0.38]],
  "lowdin_charge": [0.148, 0.144, -0.312, -0.314, 0.094, -0.160, -0.156, 0.123, 0.147, 0.159, 0.127]
}